Below is a cluster of 5 separate species, H10O5 in total, with properties calculated with ωB97M-V/def2-TZVPD.

Positions of all 15 atoms, in Å:
O 0.772 -2.479 -0.056
O -1.043 -0.560 1.280
O -2.886 3.839 1.510
O 1.196 1.357 -0.660
O 1.882 -1.751 -2.533
H 0.612 -3.336 0.365
H -0.660 0.294 1.029
H -2.159 3.270 1.227
H 1.378 0.546 -0.166
H 1.362 -1.874 -1.716
H -0.006 -1.983 0.236
H -1.918 -0.323 1.604
H -2.424 4.503 2.035
H 1.634 1.124 -1.492
H 2.259 -2.627 -2.661

Results
Kohn-Sham gap = 11.220 eV
Structure (SMILES) = O.O.O.O.O
Highest occupied orbital energy = -10.969 eV
LUMO level = 0.25 eV
Calculated total energy = -10399.878 eV

Quick look at the Mulliken charges, all values in e: -0.676, -0.641, -0.635, -0.653, -0.641, 0.297, 0.302, 0.311, 0.323, 0.406, 0.357, 0.314, 0.322, 0.330, 0.283